Formula: C38H61BaN4O2SSi
Source: OMol25
Level of theory: ωB97M-V/def2-TZVPD

Element x y z (Å)
1 C -1.53 -4.04 -0.06
2 H -5.24 2.59 -0.65
3 C 4.23 0.64 0.90
4 C -2.56 -4.49 -1.10
5 H -2.65 3.94 1.17
6 H 2.70 -1.67 -1.56
7 H -0.33 3.00 1.10
8 O 1.90 0.05 0.94
9 S -2.21 -1.86 3.64
10 C 0.51 3.14 -4.20
11 C 3.61 5.02 0.37
12 H -1.26 2.37 -1.34
13 H 1.88 0.87 3.42
14 H -2.18 3.00 2.58
15 H -0.75 -1.83 -5.32
16 H 1.27 7.69 2.06
17 H 5.07 6.57 0.43
18 H 3.23 -6.22 -1.17
19 H -0.60 3.94 -1.83
20 C 0.07 -5.98 -0.07
21 H 5.12 0.74 1.52
22 H -2.91 -3.82 1.58
23 H -2.32 0.44 4.33
24 C -0.65 -1.03 -4.61
25 H 0.48 2.57 -1.54
26 H 3.62 1.20 3.54
27 C 2.30 4.70 0.72
28 C -4.25 2.14 -0.68
29 H 3.55 -2.52 -0.28
30 C -0.19 -4.65 -0.38
31 C -0.56 0.97 -3.61
32 C -2.85 -3.17 4.81
33 C -1.98 2.98 -3.93
34 C 1.92 6.94 1.61
35 C 4.06 6.29 0.67
36 C -2.37 0.27 1.15
37 N 1.61 3.53 0.56
38 H -2.66 -5.57 -1.09
39 H -2.29 -3.13 5.73
40 C -3.01 3.23 1.92
41 H 2.61 2.15 2.43
42 H 2.49 -1.52 2.98
43 H 4.22 -1.14 3.01
44 C 0.01 -2.39 -2.65
45 H -0.12 -3.25 -3.31
46 H 3.90 -3.21 -3.98
47 H -3.58 2.86 -1.13
48 N 0.28 5.01 1.55
49 C -2.70 -0.47 4.76
50 H 3.98 1.60 0.46
51 N 0.45 -2.59 -1.45
52 H 4.23 4.30 -0.13
53 H -1.25 -4.13 2.08
54 H -2.27 -0.63 5.75
55 C -0.63 2.46 -3.40
56 C -5.31 1.19 1.99
57 H 1.48 2.82 -3.81
58 C 0.77 -3.90 -1.07
59 H -5.71 0.26 1.61
60 H 2.65 -4.46 -4.00
61 H -6.09 1.95 1.88
62 H 4.43 -2.01 -1.74
63 Si -3.65 1.62 1.07
64 H -1.43 -2.96 -0.10
65 H 4.42 -0.06 0.10
66 C -0.30 -1.16 -3.25
67 C 3.22 7.24 1.27
68 C 3.48 -2.40 -1.36
69 H -2.70 -4.14 4.35
70 H -4.30 1.28 -1.34
71 C -0.81 0.32 -4.84
72 H -2.80 2.46 -3.44
73 H -3.53 -4.04 -0.88
74 H -3.78 -0.44 4.80
75 C 3.18 -3.74 -2.02
76 H -2.07 4.05 -3.73
77 H 3.61 8.23 1.48
78 H -1.99 0.20 2.17
79 C 2.26 -5.78 -0.97
80 C 1.47 5.66 1.35
81 H -2.24 -5.45 1.44
82 H -2.87 -0.69 0.94
83 C 3.34 -1.21 2.38
84 C 1.28 -6.56 -0.37
85 H 2.22 -2.77 -3.70
86 H -3.77 3.73 2.50
87 C -2.01 -4.39 1.35
88 H 1.48 -7.59 -0.13
89 H -0.70 -6.57 0.41
90 H -1.06 0.79 -5.77
91 C 2.96 -3.54 -3.52
92 O -0.75 -1.97 3.73
93 H -2.25 -4.18 -2.09
94 H -0.54 5.40 1.99
95 Ba 0.22 -0.24 -0.15
96 C 2.03 -4.47 -1.35
97 H 4.06 -4.38 -1.89
98 H 0.45 2.87 -5.25
99 H -5.14 1.05 3.06
100 C 3.01 0.16 1.73
101 H 0.43 4.22 -4.11
102 N -0.26 0.08 -2.66
103 C 2.77 1.17 2.87
104 H -3.91 -3.01 4.98
105 H 3.51 -1.96 1.61
106 C 0.44 3.75 1.06
107 C -0.49 2.86 -1.94
108 H -2.06 2.83 -5.00

Computed properties:
- Electronic energy: -2567.34533 Eh
- Strongest force on any atom: 4.44 eV/A
- Charge: -1
- HOMO-LUMO gap: 6.178 eV
- Molar mass: 803.41 g/mol